[1]
DFT (ωB97M-V with the def2-TZVPD basis set) results for CH5N3O2 in the gas phase in a non-equilibrium geometry.

## Properties
Relative energy (zero: lowest compared OMol25 entry of this formula, charge and spin) (kcal per mole): 19.06
Lowest unoccupied orbital energy (alpha / beta) (eV): 0.79 / -1.37
Spin multiplicity: 3
Frontier orbital gap (alpha / beta) (eV): 6.654 / 9.004
HOMO energy (alpha / beta) (eV): -5.868 / -10.372
E_tot (eV): -9675.1972
⟨S²⟩: 2.0078

Each line ends with the Mulliken charge.
Geometry (Å):
C -0.5840 0.4655 1.3908  -0.62
N -0.6836 -0.6391 0.5100  -0.10
N -0.1162 -0.6362 -0.6865  -0.68
N 0.8429 0.0965 -1.0687  1.03
O 1.5537 0.9884 -0.5452  -0.62
O 1.3373 -0.3004 -2.3185  -0.51
H -0.7429 0.0384 2.3908  0.30
H 0.3748 0.8911 1.1667  0.27
H -1.2215 1.3807 1.1107  0.26
H -1.5966 -1.2098 0.5366  0.28
H 0.8361 -1.0750 -2.4867  0.38

[2]
DFT (ωB97M-V with the def2-TZVPD basis set) results for 2 unconnected molecules or ions with the total composition CH5N3O3S in a non-equilibrium geometry.

## Properties
Relative energy (zero: lowest compared OMol25 entry of this formula, charge and spin) (kcal per mole): 80.79
Lowest unoccupied orbital energy (eV): 0.38
Spin multiplicity: 1
Frontier orbital gap (eV): 10.078
HOMO energy (eV): -9.702
E_tot (eV): -22561.6542

Each line ends with the Mulliken charge.
Geometry (Å):
C -1.5461 0.0249 -0.5620  0.54
N -1.5254 -1.1709 -0.7382  -0.54
N -1.3023 1.1825 -0.7827  -0.30
N 1.0770 0.4049 1.0010  -0.66
O 1.6048 0.7390 -1.4631  -0.48
O 1.2926 -1.5333 -0.7334  -0.45
O -0.9597 2.0517 0.1921  -0.33
S 2.0001 -0.2437 -0.1237  0.55
H -2.3854 -1.7045 -1.0993  0.25
H 0.8722 1.4115 -1.2106  0.38
H 0.2788 -1.5546 -0.6703  0.41
H 1.5105 0.4859 1.9588  0.22
H -0.3265 1.6106 0.8367  0.40

[3]
DFT (ωB97M-V with the def2-TZVPD basis set) results for CH5N3O4S in the gas phase in a non-equilibrium geometry.

## Properties
Relative energy (zero: lowest compared OMol25 entry of this formula, charge and spin) (kcal per mole): 56.88
Lowest unoccupied orbital energy (eV): -0.62
SMILES: N[C@@H]([N+](=O)[O-])S(N)(=O)=O
Spin multiplicity: 1
Frontier orbital gap (eV): 9.657
HOMO energy (eV): -10.279
E_tot (eV): -24609.2924

Each line ends with the Mulliken charge.
Geometry (Å):
C 0.6902 -0.1525 -0.4370  0.06
N 0.3194 -0.8937 -1.6991  -0.67
N -0.4928 0.2097 2.0468  -0.50
N 0.5354 1.2965 -0.5951  0.84
O 1.0977 1.9846 0.2231  -0.55
O -0.1644 1.7196 -1.4627  -0.55
O -0.5897 -2.0681 0.8511  -0.56
O -1.9600 -0.1167 0.0477  -0.55
S -0.7745 -0.6740 0.6705  1.01
H 1.7714 -0.3692 -0.1140  0.33
H -0.2001 -0.2915 -2.2808  0.27
H -0.1013 -1.7095 -1.5961  0.28
H -0.3097 1.1379 1.6359  0.32
H 0.1784 -0.0731 2.7096  0.28

[4]
DFT (ωB97M-V with the def2-TZVPD basis set) results for a molecular structure, CH5N3S in a non-equilibrium geometry.

## Properties
Relative energy (zero: lowest compared OMol25 entry of this formula, charge and spin) (kcal per mole): 73.74
Lowest unoccupied orbital energy (eV): 0.51
Spin multiplicity: 1
Frontier orbital gap (eV): 8.947
HOMO energy (eV): -8.439
E_tot (eV): -16420.1227

Each line ends with the Mulliken charge.
Geometry (Å):
C -0.5079 -0.2476 0.0622  0.08
H -3.0475 -0.7430 -1.7881  0.30
H -2.5731 0.8486 -1.5582  0.24
H -0.7676 0.7008 0.6827  0.30
H 1.2257 -1.3358 -0.0647  0.30
H 2.1434 0.9742 1.9461  0.16
N -2.7300 -0.2845 -0.9498  -0.60
N -1.4458 -0.8150 -0.6548  -0.32
N 0.7756 -0.5629 0.3908  -0.29
S 1.8668 0.7924 0.5566  -0.16

[5]
DFT (ωB97M-V with the def2-TZVPD basis set) results for a molecular structure, CH5N3S in a non-equilibrium geometry.

## Properties
Relative energy (zero: lowest compared OMol25 entry of this formula, charge and spin) (kcal per mole): 105.44
Lowest unoccupied orbital energy (eV): -0.28
Spin multiplicity: 1
Frontier orbital gap (eV): 8.061
HOMO energy (eV): -8.341
E_tot (eV): -16418.7484

Each line ends with the Mulliken charge.
Geometry (Å):
C 0.0698 -0.8752 -0.2566  -0.01
H -2.9387 0.0343 -0.0791  0.30
H -1.7814 0.8364 0.5834  0.24
H 0.5849 -1.5754 0.4658  0.29
H 0.6838 1.2722 -0.4357  0.31
H 3.1041 1.1418 0.4683  0.14
N -1.9301 0.2389 -0.3573  -0.57
N -1.1751 -0.9397 -0.0632  -0.28
N 0.8920 0.2102 -0.0927  -0.24
S 2.4906 -0.3437 -0.2329  -0.17

[6]
DFT (ωB97M-V with the def2-TZVPD basis set) results for 2 unconnected molecules or ions with the total composition CH5N4O in a non-equilibrium geometry.

## Properties
Relative energy (zero: lowest compared OMol25 entry of this formula, charge and spin) (kcal per mole): 0.00
Lowest unoccupied orbital energy (alpha / beta) (eV): -3.50 / -8.28
Spin multiplicity: 3
Frontier orbital gap (alpha / beta) (eV): 8.087 / 7.721
HOMO energy (alpha / beta) (eV): -11.584 / -16.001
Net charge: +1
E_tot (eV): -9114.2705
⟨S²⟩: 2.0069

Each line ends with the Mulliken charge.
Geometry (Å):
C 0.2853 -0.2016 -0.3209  0.65
N -1.8181 1.0881 1.8925  0.24
N 0.8477 -0.3865 -1.4685  -0.35
N 0.6283 -1.0917 0.5809  -0.34
N -0.6370 0.6550 -0.0223  -0.27
O -2.3920 1.9756 1.5790  -0.22
H 1.6479 -1.0742 -1.4929  0.25
H 0.7275 0.2946 -2.2057  0.26
H 1.0599 -1.8966 0.3168  0.18
H 0.5719 -0.8944 1.6331  0.28
H -0.9215 1.5317 -0.4921  0.31

[7]
DFT (ωB97M-V with the def2-TZVPD basis set) results for 2 unconnected molecules or ions with the total composition CH5N4O2 in a non-equilibrium geometry.

## Properties
Relative energy (zero: lowest compared OMol25 entry of this formula, charge and spin) (kcal per mole): 83.19
Lowest unoccupied orbital energy (eV): -4.72
Spin multiplicity: 1
Frontier orbital gap (eV): 9.551
HOMO energy (eV): -14.274
Net charge: +1
E_tot (eV): -11161.0347

Each line ends with the Mulliken charge.
Geometry (Å):
C -1.2713 0.8641 -0.3064  0.67
N 1.0465 -1.1069 0.8658  -0.15
N -1.9643 0.1522 0.4949  -0.35
N 0.6623 -0.5761 -0.1279  0.13
N -1.0091 1.5771 -1.2150  -0.18
O 1.6595 -0.1499 -1.0569  -0.41
O 2.3059 -1.1335 1.2738  -0.35
H -1.7255 -0.6756 0.9518  0.26
H -2.9842 0.5243 0.6663  0.32
H -0.4029 2.1492 -1.6533  0.29
H 1.1852 0.1631 -1.9373  0.35
H 2.4980 -1.7882 2.0444  0.43

[8]
DFT (ωB97M-V with the def2-TZVPD basis set) results for 2 unconnected molecules or ions with the total composition CH5NO in a non-equilibrium geometry.

## Properties
Relative energy (zero: lowest compared OMol25 entry of this formula, charge and spin) (kcal per mole): 100.45
Lowest unoccupied orbital energy (alpha / beta) (eV): 0.42 / 0.32
Spin multiplicity: 1
Frontier orbital gap (alpha / beta) (eV): 8.769 / 8.403
HOMO energy (alpha / beta) (eV): -8.354 / -8.080
E_tot (eV): -4651.0276

Each line ends with the Mulliken charge.
Geometry (Å):
C -0.8901 0.0541 -0.9097  -0.47
N 1.0019 -0.1521 1.1146  -0.33
O -0.1775 -0.6861 0.8391  -0.34
H 0.0367 -0.3974 -1.4243  0.25
H -0.9424 1.0946 -0.6597  0.24
H -1.8402 -0.5481 -0.7871  0.20
H 1.1469 0.8045 1.4850  0.23
H 1.6648 -0.1694 0.3419  0.23

[9]
DFT (ωB97M-V with the def2-TZVPD basis set) results for 2 unconnected molecules or ions with the total composition CH5NO in a non-equilibrium geometry.

## Properties
Relative energy (zero: lowest compared OMol25 entry of this formula, charge and spin) (kcal per mole): 19.53
Lowest unoccupied orbital energy (eV): 0.91
SMILES: C=O.N
Spin multiplicity: 1
Frontier orbital gap (eV): 11.186
HOMO energy (eV): -10.280
E_tot (eV): -4654.5366

Each line ends with the Mulliken charge.
Geometry (Å):
C -2.1169 0.0141 -0.0502  -0.13
H -2.9183 -0.2379 -0.7111  0.26
H -2.0627 0.9550 0.5300  0.22
H 2.8549 0.2386 -0.3809  0.23
H 1.3075 0.2862 -0.3274  0.18
H 2.0864 -0.1254 0.9365  0.22
N 2.0876 -0.3508 -0.0811  -0.64
O -1.2384 -0.7799 0.0842  -0.36

[10]
DFT (ωB97M-V with the def2-TZVPD basis set) results for a molecular structure, CH5NO in a non-equilibrium geometry.

## Properties
Relative energy (zero: lowest compared OMol25 entry of this formula, charge and spin) (kcal per mole): 74.98
Lowest unoccupied orbital energy (eV): 0.92
Spin multiplicity: 1
Frontier orbital gap (eV): 10.714
HOMO energy (eV): -9.796
E_tot (eV): -4652.1322

Each line ends with the Mulliken charge.
Geometry (Å):
N 0.7852 0.1348 0.6979  -0.53
C 0.0921 0.1690 -0.5309  -0.17
O -1.6614 -0.0518 -0.0672  -0.58
H 1.1832 -0.7385 0.9840  0.25
H 0.0831 0.3461 1.4186  0.29
H 0.5715 -0.3796 -1.3404  0.33
H -0.1521 1.1932 -0.8201  0.18
H -0.9018 -0.6733 -0.3420  0.22

[11]
DFT (ωB97M-V with the def2-TZVPD basis set) results for 2 unconnected molecules or ions with the total composition CH5NO2 in a non-equilibrium geometry.

## Properties
Relative energy (zero: lowest compared OMol25 entry of this formula, charge and spin) (kcal per mole): 113.35
Lowest unoccupied orbital energy (eV): 1.10
SMILES: C=N.OO
Spin multiplicity: 1
Frontier orbital gap (eV): 11.072
HOMO energy (eV): -9.970
E_tot (eV): -6698.7968

Each line ends with the Mulliken charge.
Geometry (Å):
C -0.6919 0.7763 1.1523  -0.22
N 0.5051 0.4654 1.2200  -0.45
O 0.8497 -0.8735 -2.1289  -0.35
O -0.1778 -1.2069 -1.1878  -0.32
H -0.9524 0.7841 0.0705  0.27
H 0.3304 -1.3757 -0.4424  0.32
H -1.4083 1.0308 1.9841  0.25
H 0.9682 0.5801 2.0540  0.18
H 0.5770 -0.1807 -2.7217  0.31

[12]
DFT (ωB97M-V with the def2-TZVPD basis set) results for 2 unconnected molecules or ions with the total composition CH5NO2P in a non-equilibrium geometry.

## Properties
Relative energy (zero: lowest compared OMol25 entry of this formula, charge and spin) (kcal per mole): 105.74
Lowest unoccupied orbital energy (eV): 4.74
Spin multiplicity: 1
Frontier orbital gap (eV): 8.519
HOMO energy (eV): -3.778
Net charge: -1
E_tot (eV): -15990.8730

Each line ends with the Mulliken charge.
Geometry (Å):
C -1.0834 0.2092 -1.4479  -0.26
N 0.2944 0.4078 1.9130  -0.59
O 1.3054 -0.4794 -0.9432  -0.68
O 0.9782 -0.8036 1.6602  -0.44
P 0.3357 -0.2888 -2.1568  -0.15
H 1.1320 -0.8494 0.5858  0.44
H -1.0397 0.3420 -0.4457  -0.14
H -2.0560 0.0047 -1.9275  0.24
H 0.7882 0.9867 1.2320  0.29
H -0.6548 0.4708 1.5299  0.29